Entry 1:
{
  "formula": "C8H19N5O9Zn",
  "method": "wB97M-V/def2-TZVPD",
  "fmax_ev_per_a": 14.38,
  "total_charge": -2,
  "orbital_gap_ha": 0.0794,
  "total_energy_ev": -82885.36004,
  "elements": ["H", "H", "H", "H", "H", "H", "C", "C", "C", "C", "N", "N", "N", "H", "O", "H", "N", "O", "H", "C", "O", "O", "H", "O", "C", "H", "Zn", "C", "H", "H", "H", "C", "O", "H", "H", "H", "N", "O", "H", "O", "H", "O"],
  "positions_angstrom": [[-5.817359, -0.770663, 5.346490], [-2.728940, -0.215246, 5.336103], [5.609328, -1.649252, -3.493112], [0.270620, -1.100049, 3.742953], [6.327572, 1.489943, -3.459197], [-5.107750, 0.738092, 5.695415], [-1.300892, -2.824002, -3.285000], [-0.640326, -1.360737, 4.281762], [-5.366378, 0.092172, 4.856364], [6.730168, -0.325337, -4.201579], [-2.563031, -2.570494, -3.382585], [5.978574, -0.732236, -3.286142], [-1.791923, 0.170006, 2.851553], [-0.489773, -2.431705, 4.417611], [-4.319128, -0.238358, 3.989908], [-2.837487, -1.606609, -3.257269], [6.748284, 0.985587, -4.226477], [7.227866, -1.077325, -4.984707], [-2.171187, -1.845386, 2.854135], [-1.669047, 4.591871, -3.326003], [-0.490954, -1.991999, -2.890919], [3.653187, 2.526430, 0.088072], [-0.597243, -0.956507, 5.293117], [4.242921, 4.423276, -0.758063], [-1.897085, -1.048470, 3.545429], [-2.748467, 0.486115, 2.779502], [0.406138, 1.909336, -0.960731], [-3.099292, -0.872531, 4.549386], [5.482667, -0.062695, -2.715266], [-1.452950, 0.744066, 3.610278], [-6.132048, 0.591990, 4.263041], [3.891283, 3.761357, 0.184566], [2.791342, 4.231115, 0.207359], [-3.206861, -1.898937, 4.900113], [-0.051456, -4.255118, -3.573216], [7.048868, 1.480557, -5.053978], [-1.033609, -4.073820, -3.422871], [-0.542709, 4.162624, -3.564804], [-3.195679, -3.332539, -3.580400], [-2.073738, 3.822412, -2.476825], [-1.683096, -4.726358, -3.838171], [-1.400410, 5.759424, -3.055844]],
  "atomic_forces_ev_per_a": [[-0.10, -0.47, -0.19], [-0.10, -0.01, 0.33], [-0.14, 0.13, 0.83], [-0.26, 0.57, -0.20], [0.07, 0.30, -0.54], [0.52, 0.40, -0.07], [2.03, 3.84, 2.46], [1.00, -1.36, 0.61], [-0.10, -0.27, 0.42], [1.20, 1.42, -2.69], [-4.26, 1.31, -0.75], [-4.16, -3.34, 5.52], [0.40, 1.33, -0.33], [-0.35, -0.27, 0.11], [1.89, -1.19, -0.18], [-0.32, -0.32, 0.02], [1.26, 3.99, -0.78], [1.97, -1.64, -2.71], [0.10, -0.19, -0.12], [4.70, 0.26, 6.12], [0.34, -0.18, -0.81], [4.96, -5.29, 3.08], [-0.03, 0.42, -0.03], [9.55, 5.11, -5.15], [-2.38, -0.31, 0.28], [-0.19, 0.43, -0.81], [0.02, 0.09, -0.03], [-0.04, -0.20, -0.05], [-0.41, -0.67, 0.02], [0.59, 1.13, -0.32], [0.10, -0.03, -0.04], [-3.64, -6.95, -4.50], [-10.75, 7.02, 6.46], [-1.08, 0.01, 0.60], [-0.18, -0.27, 0.16], [0.11, -0.12, 0.48], [2.42, -5.46, -1.12], [6.88, -4.20, -7.10], [-0.25, 0.78, 0.04], [-8.00, -3.92, 2.31], [0.26, 0.23, -0.03], [-3.61, 7.86, -1.31]]
}


Entry 2:
{
  "formula": "C8H19N6O4",
  "method": "wB97M-V/def2-TZVPD",
  "fmax_ev_per_a": 1.12,
  "total_charge": -1,
  "orbital_gap_ha": 0.1928,
  "total_energy_ev": -25731.65101,
  "elements": ["H", "H", "O", "H", "H", "O", "H", "H", "H", "H", "C", "N", "N", "H", "N", "N", "C", "H", "C", "C", "H", "H", "C", "H", "N", "C", "H", "H", "H", "C", "H", "O", "O", "H", "C", "H", "N"],
  "positions_angstrom": [[-0.525698, -1.912402, 3.472200], [-1.686534, -4.013118, 3.158072], [-1.122038, -1.438569, 0.217829], [-2.427550, -2.558235, 1.416884], [2.915115, 4.942439, -0.032695], [2.622296, 2.889523, -1.778682], [0.321489, -1.245860, 2.234569], [-1.584751, -3.400870, 0.135618], [4.688552, 4.943206, -0.114560], [0.600000, -4.555440, 0.710459], [-1.446671, 0.376454, -1.726327], [-2.003462, 0.617919, -0.394641], [-4.863865, -0.993197, -0.726889], [-2.145540, 0.814666, -2.439765], [-0.825798, -4.234810, 2.677485], [0.796405, -3.637467, 1.089452], [-4.141321, -0.095254, -0.669918], [-1.380855, -0.688697, -1.951807], [-0.104130, 1.105344, -1.926622], [3.731518, 3.217131, -1.093948], [1.027353, -2.998853, 0.337636], [0.324731, 2.437434, -0.480062], [-1.464648, -2.644331, 0.914919], [0.098535, 1.164761, -2.993525], [0.154369, -2.103796, 2.746520], [3.769253, 4.704760, -0.673291], [0.417150, 3.058150, -1.937670], [4.699200, 3.047145, -1.642452], [3.890622, 2.642277, -0.139139], [-1.769941, -0.330090, 0.629411], [-0.903111, -5.105269, 2.172295], [-2.105796, -0.129167, 1.764148], [-3.400564, 0.946244, -0.425506], [0.689474, 0.529872, -1.440425], [-0.346889, -3.143020, 1.857761], [3.733381, 5.350714, -1.554841], [-0.160332, 2.448521, -1.366448]],
  "atomic_forces_ev_per_a": [[-0.04, 0.17, -0.10], [-0.07, -0.07, -0.12], [-0.15, 0.23, -0.31], [0.10, 0.37, 0.18], [-0.07, -0.02, -0.06], [-0.08, -0.19, 0.02], [-0.06, 0.04, 0.06], [-0.03, 0.08, -0.08], [-0.03, -0.01, -0.02], [0.00, 0.11, -0.23], [-0.28, 0.41, -0.77], [0.77, -0.74, -0.32], [0.14, 0.02, -0.35], [-0.13, 0.08, 0.18], [0.15, -0.01, 0.07], [-0.14, -0.06, 0.24], [-0.17, 0.03, 0.65], [0.03, -0.05, 0.07], [0.01, 0.13, 0.93], [0.07, 0.31, 0.04], [0.01, -0.06, -0.04], [0.09, 0.17, -0.05], [0.06, -0.71, 0.02], [0.08, -0.21, -0.04], [-0.12, -0.21, 0.02], [0.27, 0.02, 0.15], [0.39, -0.13, 0.22], [-0.06, -0.03, -0.11], [-0.12, -0.06, -0.01], [-0.15, 0.33, 0.65], [-0.17, 0.04, -0.02], [-0.38, -0.25, -0.17], [0.01, 0.13, -0.11], [0.14, -0.10, -0.29], [0.60, 0.30, 0.12], [-0.09, -0.03, -0.03], [-0.58, -0.01, -0.39]]
}


Entry 3:
{
  "formula": "C8H19NNaO6",
  "method": "wB97M-V/def2-TZVPD",
  "fmax_ev_per_a": 5.34,
  "total_charge": -1,
  "orbital_gap_ha": 0.1291,
  "total_energy_ev": -26791.74116,
  "elements": ["H", "H", "Na", "H", "N", "O", "H", "H", "C", "H", "H", "H", "C", "H", "H", "C", "H", "C", "O", "H", "O", "C", "O", "H", "H", "O", "H", "H", "C", "C", "H", "H", "H", "C", "O"],
  "positions_angstrom": [[21.842240, 15.731940, 30.723750], [21.829870, 11.826450, 32.356420], [19.971920, 14.372570, 30.124520], [21.414140, 12.645240, 33.839130], [19.835100, 16.034570, 31.158350], [20.664710, 15.043560, 28.415810], [17.806030, 16.161590, 31.562470], [21.179270, 15.648810, 32.841520], [21.544100, 12.794760, 32.767280], [22.706560, 15.620720, 29.249030], [18.597730, 17.712030, 31.346330], [18.569180, 14.187710, 32.492370], [20.127410, 15.591530, 32.561510], [19.641170, 13.874000, 33.808990], [19.049930, 16.958670, 28.739380], [20.421220, 13.904280, 27.980160], [20.497160, 16.652020, 30.710540], [22.502090, 15.067610, 30.165750], [20.361910, 13.193600, 32.039740], [16.048300, 14.651690, 29.093410], [18.175320, 15.111510, 28.935450], [18.315820, 16.537320, 29.426150], [20.769170, 13.467240, 26.902890], [17.499250, 17.148870, 29.042350], [22.107330, 13.525390, 29.210230], [21.827950, 13.836230, 30.074470], [23.370220, 14.966090, 30.817010], [22.298110, 13.580610, 32.722530], [17.051990, 14.335550, 29.377600], [19.625740, 14.168330, 32.759600], [19.779140, 16.328530, 33.285140], [17.088460, 13.324600, 28.971690], [16.919810, 14.245590, 30.455810], [18.562980, 16.686220, 30.979450], [19.756740, 13.068970, 28.688250]],
  "atomic_forces_ev_per_a": [[0.58, -0.05, -0.10], [0.39, 0.43, -0.25], [-2.26, -1.96, 0.71], [-0.83, -0.06, 0.24], [-0.03, 2.06, 3.28], [1.11, 4.60, -0.98], [-0.24, -0.05, -0.19], [0.44, -0.27, -0.81], [-0.53, 0.19, -0.60], [0.05, -0.66, -0.23], [-0.31, 0.42, -0.27], [-0.06, -0.58, -0.52], [0.71, 1.01, -0.62], [-0.01, 0.29, 0.36], [1.12, -0.60, 0.75], [-1.93, -2.43, -0.69], [0.40, -0.26, 0.33], [-0.01, 0.78, 1.45], [-0.17, -0.06, 1.76], [-0.06, 0.98, -0.63], [-1.48, 2.01, 1.44], [-1.58, -1.03, -0.76], [2.50, -0.37, -4.71], [-1.07, -0.25, 0.61], [-0.53, -0.65, -0.30], [4.46, -0.59, 0.25], [0.64, -0.03, -0.11], [0.35, -0.26, -0.55], [-0.32, 0.22, 0.02], [-0.13, 0.23, 0.73], [-1.00, -0.16, 0.29], [0.94, 0.15, -0.05], [0.65, 0.00, 0.50], [-0.04, -0.83, -1.72], [-1.73, -2.22, 1.40]]
}


Entry 4:
{
  "formula": "C8H19NO",
  "method": "wB97M-V/def2-TZVPD",
  "smiles": "CC(C)(C)C.CNC(C)=O",
  "fmax_ev_per_a": 6.85,
  "orbital_gap_ha": 0.3790,
  "total_energy_ev": -12139.86999,
  "elements": ["H", "C", "H", "C", "C", "H", "H", "N", "H", "C", "C", "H", "H", "H", "H", "C", "H", "H", "C", "O", "H", "H", "H", "H", "C", "H", "H", "H", "H"],
  "positions_angstrom": [[1.531426, 3.473951, -1.233903], [1.021188, -1.621329, -0.108439], [-1.850845, -1.478512, 1.882712], [-0.466555, -1.813948, 0.283551], [-0.644518, -1.541824, 1.661556], [-0.113682, -2.168807, 2.487697], [1.297709, -0.630319, 0.272138], [0.688340, 2.828302, -1.011531], [1.418310, -1.652393, -1.207178], [0.455941, 2.424141, 0.250903], [-1.339757, -0.978608, -0.673041], [-0.980401, -1.197422, -1.762594], [-1.824282, -3.541758, 0.379595], [1.249732, 1.367642, -2.330060], [0.058475, 4.061469, 1.789550], [0.939218, 3.314158, 1.352454], [0.016113, -3.784528, 0.661585], [-0.475131, -0.495767, 1.951914], [-0.781237, -3.325092, 0.134402], [-0.332719, 1.456185, 0.360502], [-2.373672, -1.145568, -0.509352], [1.313412, 2.631144, 2.177461], [1.733490, -2.414254, 0.345093], [-0.696108, -3.553573, -0.921625], [0.274495, 1.866845, -2.050282], [-0.625491, 1.223559, -1.774462], [0.044304, 2.552060, -2.921777], [1.731436, 4.060645, 1.047391], [-1.269189, 0.083600, -0.534257]],
  "atomic_forces_ev_per_a": [[-2.23, -1.64, 0.59], [2.26, -0.55, -0.57], [2.67, -0.93, -0.26], [1.07, -1.83, -3.73], [-3.28, 2.14, 5.61], [-0.99, 0.64, -1.82], [0.30, -0.21, -0.06], [1.96, 0.92, -0.52], [-1.60, 0.07, 1.51], [-2.50, -0.49, -0.58], [1.42, -0.45, -1.56], [-1.05, 0.16, 1.80], [0.35, -0.23, 0.61], [-1.54, -0.43, 0.13], [2.01, -2.39, -1.14], [-0.58, 1.65, 2.12], [0.10, -1.19, 0.74], [0.66, -0.06, -0.31], [-0.54, 1.54, -1.73], [1.86, 1.89, 1.78], [-1.17, -0.85, -0.19], [-0.47, 1.14, -0.76], [-1.28, 1.24, -0.13], [0.21, -0.38, -0.33], [0.83, 1.39, -1.82], [1.85, 1.09, -0.42], [-0.09, -1.11, 0.60], [-0.64, -1.13, 0.18], [0.44, 0.00, 0.26]]
}


Entry 5:
{
  "formula": "C8H19NO3S",
  "method": "wB97M-V/def2-TZVPD",
  "smiles": "CC(C)N(C(C)C)[C@H](C)S(=O)(=O)O",
  "fmax_ev_per_a": 2.33,
  "orbital_gap_ha": 0.3285,
  "total_energy_ev": -27070.06223,
  "elements": ["H", "H", "O", "H", "C", "C", "S", "H", "H", "H", "H", "O", "H", "C", "H", "N", "H", "H", "H", "C", "H", "H", "H", "C", "H", "C", "H", "H", "C", "O", "C", "H"],
  "positions_angstrom": [[2.135394, 1.701638, 1.665067], [-1.081910, -1.511029, -1.127101], [1.719545, 1.333526, -2.354213], [1.012059, -0.886609, 1.648383], [-2.115427, 0.963602, -0.812964], [-0.419836, -1.499125, -0.178870], [0.072166, 1.134664, -2.327107], [-1.140443, 0.654432, 2.301129], [-0.043477, -2.307739, 1.725191], [0.765304, -2.329250, -1.897599], [2.787170, 0.394011, 0.651699], [-0.349123, -0.134150, -2.853673], [-2.464969, 0.099098, -1.361751], [-0.652381, 1.009518, -0.532782], [0.120321, 0.713267, 3.507096], [-0.170066, -0.101192, 0.201043], [-1.143430, -3.333418, 1.043172], [-0.461953, 1.928261, -0.049737], [1.004774, -3.174571, -0.366507], [-0.919516, -2.261550, 1.097915], [-2.470511, 1.817165, -1.329384], [1.724063, 1.576544, -0.034297], [1.844636, 2.246160, -2.686039], [-0.092520, 0.923775, 2.418785], [1.771220, -1.484779, -0.624982], [0.888819, -2.127581, -0.782845], [-1.841172, -1.760514, 1.626112], [-2.708869, 0.963204, 0.086803], [1.956735, 0.992172, 0.879016], [-0.428158, 2.349059, -2.984812], [0.729288, 0.166131, 1.314664], [-0.027732, 1.945282, 2.138588]],
  "atomic_forces_ev_per_a": [[0.70, 0.28, 0.35], [0.34, 0.14, 2.20], [-1.21, -0.37, 0.04], [0.09, 1.79, -0.09], [-1.28, -0.54, -0.19], [-0.32, -0.23, -1.61], [-1.19, 1.67, -0.44], [-0.08, -0.15, -0.02], [-0.04, 0.33, 0.81], [0.22, 0.65, 1.38], [1.29, -0.76, -0.15], [1.17, 0.12, -0.40], [0.30, -0.23, -0.22], [0.37, -1.80, -0.38], [0.42, 0.46, -1.26], [-0.32, 0.49, -0.69], [-0.24, 0.22, -0.89], [0.70, 0.97, 0.52], [0.36, 1.21, -0.16], [-1.36, 0.52, -0.01], [-0.05, 0.96, -0.81], [0.16, -0.33, 0.66], [-0.14, -0.43, 0.10], [-0.06, -1.66, 0.34], [-0.30, -0.53, 0.03], [-0.57, -1.67, -0.54], [1.97, -0.73, -1.00], [0.22, -0.07, 0.81], [-1.87, 0.70, -0.14], [0.71, -1.14, 0.79], [-0.11, -1.14, 0.54], [0.11, 1.24, 0.43]]
}


Entry 6:
{
  "formula": "C8H19NS",
  "method": "wB97M-V/def2-TZVPD",
  "smiles": "CC(C)(C)CSN.C=CC",
  "fmax_ev_per_a": 4.90,
  "orbital_gap_ha": 0.3424,
  "total_energy_ev": -20926.68795,
  "elements": ["H", "C", "H", "H", "C", "H", "H", "H", "C", "S", "H", "H", "C", "H", "C", "H", "H", "H", "C", "H", "C", "H", "N", "H", "H", "C", "H", "H", "H"],
  "positions_angstrom": [[3.362703, 0.929451, -0.947534], [-2.298254, 0.888764, 1.351584], [3.137698, -0.666968, -1.451297], [0.682512, -0.468818, -2.047407], [-3.162020, 0.121328, -0.860875], [0.089990, -3.920683, 1.200710], [1.435867, -1.437493, 1.376562], [-3.838114, 0.342602, -1.773681], [0.784177, -0.770643, 0.737445], [-0.370483, -1.996894, -0.064235], [-3.383031, 2.161965, -0.138554], [3.579973, -0.376069, 0.334277], [1.420483, 0.227051, -0.162261], [0.218477, 1.894486, -0.007733], [2.939010, -0.029369, -0.560771], [0.162220, -0.074352, 1.363653], [1.968992, 2.379922, 0.020836], [-2.087038, -0.136959, 1.436405], [1.192107, 1.558437, 0.379332], [-2.747167, 1.177030, 2.343108], [0.733333, 0.397797, -1.523113], [-0.239760, 0.721518, -1.386648], [0.540126, -3.483635, 0.434161], [1.225922, 1.696373, 1.446993], [-1.366863, 1.439119, 1.426879], [-2.981931, 1.101265, 0.021250], [-2.836320, -0.871920, -0.553969], [0.609536, -4.024489, -0.397931], [1.227843, 1.221193, -1.997195]],
  "atomic_forces_ev_per_a": [[-0.29, -0.42, 0.69], [-0.09, 1.07, 0.73], [-0.65, -0.28, 0.90], [0.32, -2.43, -2.00], [-1.60, 1.02, -0.65], [-0.63, -0.68, 0.38], [-0.52, 1.04, -0.75], [1.58, -0.77, 1.43], [-1.49, -0.84, 1.24], [1.61, -1.15, 1.31], [0.58, -1.63, -0.11], [-0.93, 0.48, -1.43], [2.45, -0.88, -3.14], [0.28, 0.29, 0.71], [0.86, 0.33, 0.93], [0.25, -1.56, 0.02], [-1.47, -1.71, 0.34], [0.49, -1.46, 0.22], [1.57, 4.64, 0.26], [-0.60, -0.06, -1.34], [1.10, 0.83, 1.39], [-2.25, 0.50, 0.31], [-0.30, 2.71, -0.85], [-0.06, -0.30, 0.63], [0.34, 0.09, -0.35], [-0.84, 1.81, 0.78], [-0.16, 0.04, -0.63], [-0.01, -0.82, -0.26], [0.46, 0.17, -0.76]]
}